Molecular formula: C36H54N5O2V
Method: DFT, ωB97M-V/def2-TZVPD

CARTESIAN COORDINATES (ANGSTROEM)
V (-0.21011, -1.02465, 1.56499)
C (-2.11176, -2.63662, 3.37947)
N (-1.82146, -2.44364, 1.93438)
C (-1.42743, -3.75917, 1.34375)
C (-3.05852, -1.95594, 1.25747)
C (-2.74453, -1.27467, -0.05388)
N (-1.78562, -0.16790, 0.16389)
C (-2.49002, 1.00619, 0.75644)
C (-1.58278, 2.11612, 1.22681)
C (-1.86128, 3.42802, 0.90711)
C (-1.03302, 4.46182, 1.35039)
C (0.08598, 4.09678, 2.07999)
C (0.41115, 2.77778, 2.43942)
C (-0.48021, 1.81127, 2.01912)
O (-0.34500, 0.44634, 2.31715)
C (1.73061, 2.53723, 3.19339)
C (1.82395, 3.47446, 4.41179)
C (2.89062, 2.83248, 2.22444)
C (1.89127, 1.10018, 3.69897)
C (-1.38320, 5.92043, 1.03512)
C (-0.32910, 6.89188, 1.56751)
C (-2.73160, 6.25559, 1.69415)
C (-1.49624, 6.10745, -0.48421)
C (-1.14492, 0.26733, -1.11433)
C (-0.40371, -0.80095, -1.88174)
C (-0.56961, -0.93306, -3.24694)
C (0.20474, -1.83208, -3.97935)
C (1.18366, -2.54110, -3.28947)
C (1.37740, -2.45653, -1.90656)
C (0.51116, -1.61314, -1.23241)
O (0.46024, -1.59019, 0.16117)
C (2.49677, -3.22699, -1.18589)
C (3.38542, -3.98939, -2.17067)
C (1.89909, -4.24588, -0.20161)
C (3.39214, -2.23303, -0.42825)
C (-0.05845, -2.01935, -5.47553)
C (0.89749, -3.03314, -6.10835)
C (0.09929, -0.67646, -6.20228)
C (-1.49893, -2.53340, -5.65825)
H (-2.94141, -3.33513, 3.49612)
H (-2.37706, -1.68354, 3.83185)
H (-1.23927, -3.03580, 3.88482)
H (-2.26517, -4.45373, 1.41950)
H (-0.58557, -4.17683, 1.88551)
H (-1.14684, -3.64982, 0.29828)
H (-3.55949, -1.27086, 1.93580)
H (-3.73885, -2.79104, 1.08825)
H (-3.67021, -0.90525, -0.50028)
H (-2.30235, -1.97695, -0.75767)
H (-3.09799, 0.65189, 1.58690)
H (-3.17262, 1.40893, 0.00617)
H (-2.73475, 3.64271, 0.29728)
H (0.76895, 4.87342, 2.38950)
H (1.90854, 4.52532, 4.13450)
H (2.71290, 3.22302, 4.99353)
H (0.95124, 3.36227, 5.06043)
H (2.85243, 3.85714, 1.84872)
H (2.86114, 2.15598, 1.36599)
H (3.84792, 2.69204, 2.73457)
H (1.05001, 0.77556, 4.31230)
H (2.79166, 1.04769, 4.31282)
H (2.02055, 0.38930, 2.88369)
H (-0.22568, 6.82367, 2.65391)
H (-0.62961, 7.91410, 1.32953)
H (0.64988, 6.71977, 1.11028)
H (-2.68432, 6.10084, 2.77529)
H (-3.54004, 5.63637, 1.29707)
H (-2.98903, 7.30222, 1.50996)
H (-0.55662, 5.84851, -0.97951)
H (-1.72596, 7.15072, -0.71505)
H (-2.28972, 5.49188, -0.91423)
H (-0.44989, 1.06301, -0.84330)
H (-1.90052, 0.71345, -1.76529)
H (-1.30209, -0.30568, -3.74741)
H (1.82923, -3.20190, -3.84683)
H (2.83155, -4.76898, -2.70064)
H (4.18877, -4.47772, -1.61548)
H (3.84708, -3.32356, -2.90572)
H (1.25019, -4.95717, -0.71955)
H (1.32216, -3.75862, 0.58456)
H (2.70005, -4.81349, 0.27793)
H (3.81586, -1.49403, -1.11378)
H (4.21788, -2.76802, 0.04702)
H (2.84948, -1.70503, 0.35416)
H (1.94188, -2.71878, -6.02060)
H (0.67011, -3.12465, -7.17270)
H (0.79174, -4.02550, -5.66160)
H (1.11421, -0.28712, -6.08846)
H (-0.59846, 0.07670, -5.82764)
H (-0.09696, -0.80746, -7.26884)
H (-1.65004, -3.46818, -5.11232)
H (-1.69748, -2.72221, -6.71668)
H (-2.23452, -1.80599, -5.30385)
N (1.61447, -6.30904, 3.20318)
C (1.72032, -5.18780, 3.46300)
N (1.86018, -3.89604, 3.75883)
C (1.35673, -2.89732, 3.24276)
N (0.89195, -1.88728, 2.81624)

Properties
F_max = 3.30 eV/Å
HOMO (spin up / spin down) = -11.445 / -11.567 eV
Kohn-Sham gap (spin up / spin down) = 7.612 / 8.313 eV
electronic energy = -75438.1521 eV
net charge = +1
LUMO level (spin up / spin down) = -3.834 / -3.254 eV
2S+1 = 2
expectation value of S² = 0.76

---

Molecular formula: C5H36N2O11
Method: DFT, ωB97M-V/def2-TZVPD

CARTESIAN COORDINATES (ANGSTROEM)
C (0.71967, -2.05493, -3.04123)
C (0.47223, -2.08784, -1.53740)
N (0.53015, -0.76515, -0.91267)
C (1.86706, -0.32161, -0.40075)
C (2.64571, 0.61221, -1.36596)
C (3.82072, -0.08017, -2.08715)
N (3.11628, 1.69756, -0.46103)
H (1.62967, -1.48302, -3.20847)
H (0.79532, -3.03759, -3.47966)
H (-0.02104, -1.37843, -3.45905)
H (-0.55265, -2.42543, -1.35015)
H (1.11727, -2.81866, -1.03382)
H (-0.10070, -0.66567, -0.13119)
H (2.52968, -1.16447, -0.18505)
H (1.52868, 0.26464, 0.44906)
H (1.99450, 1.06405, -2.11352)
H (4.03042, 0.41781, -3.03316)
H (3.36658, -0.97939, -2.49752)
H (4.69616, -0.19021, -1.45875)
H (3.73681, 1.32537, 0.24599)
H (3.56232, 2.50036, -0.87526)
O (3.30407, -1.66194, 3.06745)
H (4.18565, -1.40451, 2.78124)
H (2.73335, -1.08931, 2.53913)
O (-2.25470, 0.61298, 4.21878)
H (-3.20180, 0.57355, 4.06599)
H (-1.84899, 0.30700, 3.40804)
O (-3.40639, -2.54263, -2.22879)
H (-2.86789, -1.88955, -1.75613)
H (-3.14368, -2.58564, -3.14844)
O (-2.66779, 3.53409, 0.12614)
H (-2.69888, 3.85689, 1.02235)
H (-2.22384, 2.73170, -0.11504)
O (-3.68510, 0.99630, 1.83889)
H (-4.26510, 1.68354, 1.49989)
H (-2.76782, 1.21093, 1.56892)
O (-1.74552, -2.39658, 2.52491)
H (-2.58517, -2.01138, 2.26377)
H (-1.88728, -3.03655, 3.22103)
O (-1.01054, 1.14760, 1.28670)
H (-0.43648, 0.99189, 2.06036)
H (-0.43972, 1.81861, 0.84277)
O (0.36182, 2.84119, -0.34471)
H (1.04403, 2.27794, -0.72673)
H (0.75771, 3.44513, 0.28660)
O (-2.95243, -0.72620, -0.26447)
H (-3.66629, -0.21639, 0.13220)
H (-2.22974, -0.13860, -0.00302)
O (0.37560, -0.66057, 2.72666)
H (0.47135, -0.82496, 3.68003)
H (-0.14561, -1.49128, 2.63513)
O (-1.11549, 1.97443, -2.71228)
H (-0.70357, 1.39527, -2.05976)
H (-0.76859, 2.84761, -2.50087)

Properties
F_max = 2.25 eV/Å
HOMO = -9.226 eV
Kohn-Sham gap = 9.328 eV
electronic energy = -31271.8610 eV
SMILES = CCNC[C@H](C)N.O.O.O.O.O.O.O.O.O.O.O
LUMO level = 0.102 eV

---

Molecular formula: C28H23NP2RhS3
Method: DFT, ωB97M-V/def2-TZVPD

CARTESIAN COORDINATES (ANGSTROEM)
Rh (2.10624, 0.60644, -1.34270)
S (1.15078, -0.70065, -3.09772)
P (-0.37012, -0.81214, -1.75679)
C (-0.46099, 0.61861, -0.86565)
P (0.04516, 1.91263, 0.08878)
S (1.58468, 2.88593, -0.80331)
C (0.60430, 1.14091, 1.63928)
C (0.09482, 1.55798, 2.86420)
C (0.54401, 0.98132, 4.04482)
C (1.50526, -0.01579, 4.01317)
C (2.02016, -0.44039, 2.79412)
C (1.56925, 0.13460, 1.61927)
C (-1.27835, 3.04064, 0.51353)
C (-2.54682, 2.51981, 0.75994)
C (-3.57724, 3.36747, 1.13141)
C (-3.34189, 4.73113, 1.25095)
C (-2.08007, 5.25053, 0.99763)
C (-1.04338, 4.40719, 0.62703)
C (-0.01561, -2.07008, -0.49488)
C (-0.90229, -2.17508, 0.57566)
C (-0.63771, -3.05653, 1.60935)
C (0.50798, -3.84172, 1.57505)
C (1.38330, -3.75009, 0.50196)
C (1.12473, -2.86364, -0.53491)
C (-1.89505, -1.28465, -2.55750)
C (-2.96765, -0.40284, -2.59887)
C (-4.13715, -0.77855, -3.24375)
C (-4.22599, -2.02686, -3.84000)
C (-3.15094, -2.90809, -3.79739)
C (-1.98080, -2.54057, -3.15723)
H (-0.65452, 2.33771, 2.90394)
H (0.13899, 1.31779, 4.98967)
H (1.85376, -0.46438, 4.93367)
H (2.76304, -1.22607, 2.75448)
H (1.99330, -0.28543, 0.69909)
H (-2.72533, 1.45609, 0.65093)
H (-4.56383, 2.96711, 1.32213)
H (-4.14946, 5.39203, 1.53624)
H (-1.90211, 6.31387, 1.08230)
H (-0.06141, 4.81404, 0.42173)
H (-1.79805, -1.56513, 0.60180)
H (-1.32490, -3.13419, 2.44118)
H (0.71161, -4.53302, 2.38199)
H (2.26576, -4.37515, 0.46450)
H (1.80380, -2.79363, -1.37620)
H (-2.88453, 0.57038, -2.12924)
H (-4.97568, -0.09655, -3.28245)
H (-5.13838, -2.31810, -4.34307)
H (-3.22797, -3.88097, -4.26334)
H (-1.14214, -3.22644, -3.12240)
S (6.48829, 0.47408, 0.11947)
C (6.16709, -0.94471, -0.77545)
C (5.03050, -0.78751, -1.49680)
N (4.42000, 0.43613, -1.35231)
C (5.08460, 1.18866, -0.50984)
H (6.82037, -1.79994, -0.74819)
H (4.60491, -1.51311, -2.17364)
H (4.77371, 2.18892, -0.24563)

Properties
F_max = 0.52 eV/Å
HOMO (spin up / spin down) = -10.609 / -11.149 eV
Kohn-Sham gap (spin up / spin down) = 8.481 / 6.824 eV
electronic energy = -84983.9675 eV
net charge = +1
LUMO level (spin up / spin down) = -2.129 / -4.325 eV
2S+1 = 5
expectation value of S² = 6.02

---

Molecular formula: C29H58Cl2O7
Method: DFT, ωB97M-V/def2-TZVPD

CARTESIAN COORDINATES (ANGSTROEM)
C (7.01785, 0.80298, -1.30603)
C (6.73506, -0.75930, -1.06283)
C (7.55807, -1.05715, 0.18484)
O (8.61179, -0.11350, 0.26303)
C (8.39875, 0.83886, -0.80764)
H (6.36585, 1.26788, -0.54929)
H (6.74429, 1.12902, -2.30978)
H (7.25672, -1.29729, -1.86418)
H (5.67987, -0.91424, -0.94779)
H (7.92969, -2.12151, 0.14241)
H (6.92372, -1.01946, 1.05652)
H (9.08594, 0.65725, -1.57001)
H (8.78732, 1.81227, -0.47413)
C (-5.11236, 3.93783, 0.79207)
C (-4.27059, 5.10273, 0.13032)
C (-3.58407, 5.76359, 1.41848)
O (-4.45700, 5.50580, 2.46889)
C (-4.82784, 4.13667, 2.32681)
H (-4.63613, 3.01444, 0.51520)
H (-6.19199, 3.96768, 0.58228)
H (-4.81445, 5.87658, -0.45756)
H (-3.46180, 4.63243, -0.45993)
H (-3.35608, 6.79734, 1.47119)
H (-2.65446, 5.26634, 1.59063)
H (-5.64586, 3.85215, 3.00248)
H (-3.93100, 3.55956, 2.60058)
C (-2.69720, -2.37516, 2.61624)
C (-3.49430, -1.08894, 2.31618)
C (-2.50062, 0.05015, 2.58226)
O (-1.33615, -0.49912, 2.09464)
C (-1.24641, -1.86050, 2.36414)
H (-2.90545, -3.14106, 1.88169)
H (-2.80830, -2.71853, 3.64337)
H (-4.36871, -1.03054, 2.89902)
H (-3.82839, -0.93376, 1.28218)
H (-2.43943, 0.20375, 3.66791)
H (-2.71623, 1.09260, 2.19718)
H (-0.56589, -2.15001, 3.17377)
H (-0.91011, -2.35728, 1.46884)
C (-0.46277, 3.22210, -5.58424)
C (-1.41002, 2.02346, -5.97081)
C (-2.63465, 2.78929, -6.44173)
O (-2.79132, 3.89320, -5.54352)
C (-1.45544, 4.33732, -5.24060)
H (0.22016, 3.39225, -6.40871)
H (0.02106, 2.91865, -4.66318)
H (-1.70684, 1.37183, -5.16736)
H (-0.97036, 1.49097, -6.80333)
H (-3.51050, 2.12344, -6.32935)
H (-2.61905, 3.20838, -7.48406)
H (-1.34437, 4.59719, -4.21166)
H (-1.18865, 5.17142, -5.90234)
C (0.36349, -5.72016, 3.26335)
C (1.36947, -5.23179, 2.24041)
C (0.50548, -5.20636, 0.97513)
O (-0.82356, -4.83662, 1.40025)
C (-1.04660, -5.63763, 2.61390)
H (0.35195, -5.09207, 4.12569)
H (0.51937, -6.74375, 3.68865)
H (2.32489, -5.76485, 2.08695)
H (1.71366, -4.21008, 2.49121)
H (0.59889, -6.21291, 0.48926)
H (0.87496, -4.60056, 0.13012)
H (-1.45029, -6.60590, 2.39337)
H (-1.66735, -5.07224, 3.32973)
C (-4.11878, -2.17335, -1.90770)
C (-3.16186, -3.38910, -1.86169)
C (-1.77881, -2.71865, -1.93141)
O (-1.92955, -1.37990, -1.31180)
C (-3.13350, -0.93282, -1.88312)
H (-4.74531, -2.11706, -1.03367)
H (-4.68046, -2.08510, -2.84539)
H (-3.27115, -4.15121, -2.59173)
H (-3.23791, -3.91327, -0.91558)
H (-1.48961, -2.64587, -2.97581)
H (-1.04263, -3.29261, -1.39422)
H (-2.98828, -0.52564, -2.91357)
H (-3.51717, -0.19827, -1.21314)
C (3.07824, 1.37311, 3.08473)
C (3.30462, -0.09790, 3.15686)
C (3.61294, -0.49510, 1.71723)
O (4.32029, 0.60286, 1.19260)
C (4.02247, 1.77961, 1.90639)
H (3.25207, 1.89489, 4.03605)
H (2.06666, 1.66999, 2.81688)
H (2.43792, -0.77011, 3.42568)
H (4.11610, -0.37929, 3.84551)
H (2.73195, -0.58809, 1.09646)
H (4.31610, -1.34457, 1.55032)
H (3.53293, 2.45322, 1.25965)
H (4.93645, 2.20313, 2.26266)
Cl (-1.02247, 2.59268, 0.23640)
C (0.34518, 1.47194, 0.36760)
Cl (0.81551, 0.97349, -1.26970)
H (1.10587, 2.09990, 0.76442)
H (0.00646, 0.64787, 0.92798)

Properties
F_max = 3.45 eV/Å
HOMO = -9.274 eV
Kohn-Sham gap = 9.852 eV
electronic energy = -70385.5472 eV
SMILES = C1CCOC1.C1CCOC1.C1CCOC1.C1CCOC1.C1CCOC1.C1CCOC1.C1CCOC1.ClCCl
LUMO level = 0.578 eV